(1)
{
  "formula": "C3H8O4PS",
  "method": "ωB97M-V/def2-TZVPD",
  "symbols": ["O", "S", "C", "P", "H", "O", "H", "H", "H", "H", "H", "C", "H", "O", "C", "H", "O"],
  "xyz": [[1.978, -1.078, 0.132], [-0.269, 0.914, 0.401], [2.740, -0.264, 0.934], [0.791, -0.476, -0.897], [-3.841, -0.287, -0.086], [2.563, 1.060, 0.653], [2.365, 0.954, -0.331], [-2.496, 1.744, -0.455], [-1.756, 0.475, -1.405], [-2.246, -1.289, 0.323], [-2.919, 0.025, 1.316], [-2.812, -0.310, 0.257], [3.845, -0.677, 0.763], [1.542, 0.352, -1.839], [-1.901, 0.741, -0.396], [2.561, -0.304, 1.961], [-0.144, -1.579, -1.332]],
  "nbo_charge": [-0.83, -0.20, 0.27, 2.22, 0.19, -0.75, 0.50, 0.19, 0.22, 0.24, 0.18, -0.63, 0.08, -1.17, -0.52, 0.13, -1.14],
  "e_above_lowest_kcal_mol": 3.6,
  "smiles": "CCS[P@@](=O)([O-])OCO",
  "e_homo_ev": -4.8365,
  "charge": -1,
  "orbital_gap_ev": 8.334
}



(2)
{
  "formula": "C34H24AuIO3S5SbSe",
  "method": "ωB97M-V/def2-TZVPD",
  "symbols": ["O", "Se", "Sb", "C", "H", "C", "C", "H", "H", "C", "H", "H", "S", "H", "S", "C", "C", "C", "C", "H", "C", "H", "C", "S", "O", "H", "I", "H", "C", "C", "H", "C", "C", "C", "H", "H", "H", "C", "S", "C", "H", "C", "H", "C", "H", "C", "H", "Au", "C", "H", "C", "H", "C", "H", "C", "O", "S", "H", "C", "C", "C", "C", "C", "C", "H", "C", "C", "C", "H", "C"],
  "xyz": [[4.146, 0.546, -0.900], [-0.708, 3.058, 0.606], [1.212, -1.001, -2.000], [2.347, -0.178, -3.641], [2.353, -2.634, -4.338], [3.109, 2.454, -1.744], [3.445, 1.241, 1.826], [4.413, -2.019, 1.962], [2.504, -4.976, -5.068], [1.975, -4.730, -4.157], [0.538, 3.916, -3.374], [5.125, 2.371, -2.445], [-0.692, 0.311, -2.191], [1.003, 2.698, -1.338], [-1.055, -1.907, 0.212], [2.972, -1.546, 0.507], [3.714, -0.368, -3.734], [-2.462, 5.287, 0.477], [2.344, 0.985, -5.734], [-5.428, 3.388, -1.072], [1.550, 3.599, -3.179], [-5.649, 5.783, -0.508], [3.959, 0.040, 2.192], [-1.377, 0.178, 2.815], [-2.761, -4.804, 4.459], [-1.613, 5.801, 0.904], [2.163, 4.845, -5.884], [0.591, 0.652, -4.531], [2.574, 3.842, -4.073], [0.654, -4.080, -1.806], [1.435, -6.750, -3.723], [3.871, 3.428, -3.818], [-4.719, 5.265, -0.325], [0.726, -5.399, -2.221], [4.662, 3.612, -4.533], [3.102, -2.518, 0.037], [4.246, 1.168, -6.702], [1.975, -0.754, -0.005], [-2.210, -2.227, 4.357], [3.791, -1.221, 1.580], [-3.732, 7.004, 0.458], [-3.645, 5.950, 0.223], [1.808, 1.512, -6.507], [-1.676, -1.505, 2.841], [-3.301, 2.204, -0.635], [4.395, 0.130, -4.833], [0.268, -6.174, -1.622], [-0.992, 0.546, 0.357], [1.382, -5.723, -3.396], [5.466, -0.004, -4.901], [-1.553, -2.356, 1.787], [4.613, 0.043, 3.059], [3.712, 0.796, -5.838], [2.028, 2.420, 0.749], [3.398, 1.484, -0.663], [1.586, 0.444, 0.442], [-1.964, -4.041, 2.075], [4.245, -0.887, -2.947], [-2.393, -3.890, 3.777], [2.610, 1.502, 0.628], [-4.594, 3.921, -0.635], [1.893, -3.412, -3.748], [1.821, 2.906, -2.013], [-2.345, 3.931, 0.187], [0.143, -3.830, -0.888], [4.128, 2.726, -2.659], [-3.410, 3.252, -0.386], [1.229, -3.086, -2.578], [3.658, 2.114, 2.428], [1.660, 0.504, -4.631]],
  "nbo_charge": [-0.55, -0.14, 1.65, -0.40, 0.23, -0.17, -0.35, 0.19, 0.21, -0.22, 0.23, 0.23, -0.68, 0.24, -0.17, -0.25, -0.16, -0.26, -0.22, 0.21, -0.29, 0.20, -0.12, -0.07, -0.58, 0.21, 0.10, 0.23, -0.10, -0.23, 0.21, -0.27, -0.25, -0.22, 0.22, 0.21, 0.21, -0.09, 0.32, -0.40, 0.20, -0.19, 0.22, -0.44, 0.21, -0.23, 0.22, 0.87, -0.19, 0.21, -0.43, 0.19, -0.21, 0.21, 0.52, -0.61, 0.32, 0.23, 0.20, -0.06, -0.22, -0.25, -0.12, -0.19, 0.24, -0.15, -0.19, -0.27, 0.20, -0.22],
  "e_above_lowest_kcal_mol": 42.4,
  "e_homo_ev": -3.5766,
  "charge": -1,
  "orbital_gap_ev": 3.984
}



(3)
{
  "formula": "C4H6NO2S",
  "method": "ωB97M-V/def2-TZVPD",
  "symbols": ["C", "C", "N", "O", "H", "H", "H", "C", "H", "C", "H", "S", "H", "O"],
  "xyz": [[-1.146, 2.261, -0.331], [0.689, -0.195, -0.134], [1.727, 0.453, -0.219], [-3.009, -0.858, -1.366], [2.625, 0.153, -0.049], [-0.785, -1.557, -0.318], [0.876, -2.349, 0.099], [0.160, -1.487, 0.151], [-0.093, 2.569, -0.558], [-1.301, 0.979, -0.377], [-0.246, -1.346, 1.173], [-2.889, -0.082, -0.122], [-2.003, 2.948, -0.408], [-2.548, -0.801, 1.129]],
  "nbo_charge": [-0.59, 0.45, -0.74, -1.04, 0.34, 0.29, 0.19, -0.79, 0.21, -0.24, 0.29, 1.48, 0.19, -1.05],
  "e_above_lowest_kcal_mol": 115.5,
  "e_homo_ev": -2.7446,
  "charge": -1,
  "orbital_gap_ev": 6.644
}



(4)
{
  "formula": "CHI3O",
  "method": "ωB97M-V/def2-TZVPD",
  "symbols": ["I", "O", "H", "I", "C", "I"],
  "xyz": [[-0.388, -1.721, 1.420], [1.204, 0.001, -0.352], [1.266, -0.163, -1.236], [-1.592, 0.050, -1.397], [-0.090, 0.067, 0.143], [-0.400, 1.766, 1.422]],
  "nbo_charge": [0.12, -0.74, 0.49, 0.18, -0.25, 0.20],
  "e_above_lowest_kcal_mol": 22.3,
  "e_homo_ev": -9.2478,
  "orbital_gap_ev": 8.209
}



(5)
{
  "formula": "C35H39BiBrN5O7PS",
  "method": "ωB97M-V/def2-TZVPD",
  "symbols": ["H", "C", "C", "H", "C", "H", "H", "C", "H", "C", "C", "C", "P", "H", "H", "H", "Bi", "H", "C", "C", "C", "C", "H", "O", "C", "N", "H", "H", "O", "O", "O", "C", "H", "C", "C", "H", "C", "H", "C", "H", "C", "H", "H", "C", "N", "H", "H", "C", "H", "H", "C", "C", "H", "H", "C", "H", "O", "C", "O", "C", "H", "H", "N", "H", "H", "C", "C", "H", "H", "H", "C", "C", "H", "C", "C", "H", "H", "S", "C", "C", "H", "Br", "C", "C", "N", "N", "H", "H", "H", "O"],
  "xyz": [[2.229, -1.085, 4.941], [-3.820, -1.848, 0.602], [-0.259, 3.377, 1.996], [-2.435, -2.666, 4.556], [0.204, 5.702, 1.467], [-0.143, -4.379, 1.123], [-1.423, -3.012, -2.835], [3.822, -1.821, 0.212], [2.920, 2.684, 0.108], [2.345, 5.321, 0.537], [-4.179, -4.203, 0.798], [-1.998, -3.243, 0.821], [0.483, 2.733, 0.420], [-1.749, 2.196, -6.212], [1.028, -2.829, -5.346], [4.005, -3.950, 2.845], [-0.993, -0.062, 0.263], [-4.834, -5.063, 0.846], [-1.958, 1.645, -5.298], [2.186, -3.289, 1.917], [2.447, -1.758, 0.081], [-1.170, -0.532, -4.188], [0.925, -1.018, -8.477], [-3.447, 3.045, 1.435], [-0.960, -1.285, 3.841], [-2.503, -2.005, 0.685], [1.870, 3.602, 3.452], [2.732, 6.227, 1.003], [-2.112, -0.824, -2.007], [-2.135, 2.063, -0.390], [-2.409, 0.828, 1.604], [-0.388, -1.705, -4.215], [-1.663, -0.759, 3.207], [-1.401, -2.350, 4.615], [1.730, 4.461, 2.795], [-0.254, 0.814, -7.160], [-0.409, -2.741, -3.121], [1.721, -2.322, -7.585], [1.628, -2.499, 0.924], [4.465, -1.265, -0.455], [-0.289, 0.117, -6.331], [0.121, -3.633, -3.453], [2.005, -1.146, -0.697], [3.564, -3.348, 2.063], [0.372, 4.626, 2.436], [0.081, -2.371, -2.217], [-0.618, 4.524, -0.781], [-0.525, -2.989, 5.482], [2.423, 2.091, 1.719], [-1.744, 2.304, -4.456], [1.219, -1.463, 4.845], [-1.126, 0.383, -5.262], [-0.851, 5.789, 1.218], [1.551, -3.828, 2.609], [2.250, 2.852, 0.953], [2.926, 5.080, -0.353], [1.739, 1.035, 3.566], [0.424, 4.321, -0.529], [0.499, 0.381, 1.871], [-4.692, -2.931, 0.658], [-3.027, 1.429, -5.281], [2.310, -0.666, -7.454], [0.222, -2.377, 0.759], [-2.351, -5.341, 0.996], [-1.329, 3.543, 1.851], [0.500, -1.028, -6.371], [0.432, -1.925, -5.311], [0.546, 6.639, 1.910], [-4.182, -0.828, 0.490], [1.461, -3.020, 6.296], [0.356, -0.851, 3.942], [4.371, -2.611, 1.212], [-2.653, 0.697, -3.166], [-0.533, -3.380, 0.920], [0.784, -2.539, 5.603], [3.570, 4.196, 1.820], [-5.756, -2.754, 0.597], [-3.189, 1.859, 0.672], [-2.032, -0.202, -3.062], [0.891, 0.279, 3.111], [-0.869, -3.820, 6.085], [6.244, -2.663, 1.427], [1.411, -1.280, -7.538], [-2.799, -4.363, 0.883], [0.964, 5.460, 0.237], [2.589, 4.191, 1.543], [-0.139, 2.621, 2.771], [0.978, 4.223, -1.464], [2.136, 5.369, 3.241], [-4.333, 1.159, 0.132]],
  "mulliken_charge": [0.52, -0.43, -0.85, 0.51, -1.00, 0.54, 0.31, -0.83, 0.47, -0.82, -0.53, 0.89, 1.28, 0.35, 0.33, 0.45, 2.50, 0.46, -1.78, -0.30, -0.18, 0.82, 0.39, -0.74, -0.20, 0.60, 0.45, 0.37, -0.57, -0.55, -0.61, 1.00, 0.86, -0.89, -0.78, 0.38, -1.10, 0.37, -0.46, 0.45, -0.72, 0.45, 0.38, -0.77, 0.12, 0.02, 0.40, -0.48, 0.47, 0.33, -0.61, 1.05, 0.41, 0.40, -1.21, 0.38, -0.68, -1.35, 0.10, -0.89, 0.39, 0.31, 0.78, 0.54, 0.52, 0.46, -1.10, 0.30, 0.49, 0.42, -0.01, 0.06, 0.38, -0.98, -0.69, 0.34, 0.53, 1.02, -0.62, -0.16, 0.42, -0.17, -1.54, -0.85, 0.18, 0.08, 0.39, 0.46, 0.37, -0.79],
  "e_above_lowest_kcal_mol": 17.9,
  "e_homo_ev": -11.0540,
  "charge": 1,
  "orbital_gap_ev": 7.718
}



(6)
{
  "formula": "C36H96N4O14",
  "method": "ωB97M-V/def2-TZVPD",
  "symbols": ["O", "H", "H", "H", "H", "C", "H", "H", "H", "H", "H", "H", "H", "O", "H", "H", "H", "C", "C", "H", "H", "C", "H", "C", "H", "C", "H", "C", "H", "N", "O", "H", "H", "C", "H", "H", "H", "N", "H", "H", "C", "H", "H", "H", "H", "H", "H", "H", "H", "O", "H", "H", "H", "H", "H", "H", "H", "H", "H", "H", "H", "H", "O", "H", "O", "C", "C", "H", "O", "H", "C", "H", "H", "O", "H", "C", "C", "H", "H", "C", "H", "H", "H", "O", "H", "H", "H", "H", "C", "C", "H", "O", "H", "H", "H", "O", "H", "C", "H", "O", "H", "H", "H", "C", "C", "C", "H", "H", "H", "O", "C", "H", "C", "N", "N", "C", "H", "H", "C", "C", "O", "C", "C", "C", "C", "H", "C", "H", "C", "C", "H", "H", "H", "H", "H", "H", "H", "C", "C", "H", "H", "H", "H", "H", "H", "C", "H", "H", "H", "H"],
  "xyz": [[0.799, -3.750, 0.766], [0.932, -3.344, -6.445], [-2.945, 6.237, -2.806], [-6.131, 0.269, 1.408], [0.238, -5.332, -4.564], [-7.337, -0.638, 2.793], [3.743, 0.227, 0.787], [4.491, -0.433, -2.159], [1.153, -8.901, 5.188], [3.024, -2.009, 2.066], [-0.372, 3.148, -0.362], [2.789, -6.668, 2.539], [-4.482, -1.120, 3.284], [-7.911, -1.253, 0.472], [3.617, -8.048, 2.911], [-2.848, -7.347, 3.150], [1.657, -5.532, 0.529], [-8.318, -1.242, 1.829], [-4.252, -0.093, 2.999], [4.697, -2.482, 1.861], [-5.169, 1.857, 3.102], [-0.349, -0.070, -3.808], [1.015, 1.818, -4.870], [1.558, 4.051, 0.094], [-1.341, -0.327, -1.954], [0.693, 6.013, -4.035], [-2.128, -5.792, 1.483], [2.726, -7.508, 3.231], [-1.919, -0.169, 1.853], [2.840, 1.186, 2.441], [4.542, -0.969, 3.184], [-3.211, 2.836, -1.288], [2.218, 1.812, -3.522], [-4.074, 0.966, -2.097], [-9.680, -1.974, -0.289], [-9.248, -0.673, 1.830], [0.516, 4.459, 4.775], [-0.155, -1.996, -2.280], [0.681, -8.188, 2.607], [0.552, 5.011, -4.441], [1.320, -7.990, 3.468], [5.971, -0.266, 1.809], [1.205, -3.998, -4.120], [1.095, 2.185, -0.587], [-2.513, -0.834, 0.256], [2.801, 0.387, 3.057], [-1.350, -6.959, 4.056], [2.505, 3.694, 0.500], [-1.976, -1.253, -3.419], [2.269, 3.567, 5.352], [2.415, 1.552, 5.152], [-4.961, 2.939, -1.408], [1.279, -3.689, -1.371], [2.853, -4.232, 0.353], [-8.300, -2.075, -1.368], [0.904, 8.796, -0.417], [4.374, 1.766, 1.224], [4.154, 2.276, 3.825], [2.929, -4.460, -5.745], [-2.089, 6.816, -1.339], [-0.665, -6.651, 1.838], [4.247, 8.173, -2.002], [0.271, 2.341, 1.355], [1.780, 4.523, -0.863], [-0.743, -4.746, 2.718], [3.988, 0.841, 1.654], [-0.551, 6.613, -3.463], [-0.102, -0.692, -4.669], [0.259, -3.816, -5.949], [-4.871, 1.111, -3.850], [-8.604, -2.143, -0.324], [-2.729, -5.814, 3.971], [-0.162, -4.595, -0.985], [-3.997, 1.223, -3.471], [1.191, 4.788, 0.808], [5.655, -2.121, -0.973], [2.144, 2.401, 4.525], [-1.518, -2.879, -0.845], [-2.770, -1.806, 1.666], [5.094, 0.032, 2.385], [5.573, 0.614, 3.172], [-0.097, -4.394, 2.102], [-1.298, 6.762, -4.243], [0.858, 0.488, -3.339], [1.528, 5.736, -2.293], [-8.343, -3.154, -0.010], [0.687, -7.301, 4.026], [3.862, -2.941, 3.280], [3.976, -2.107, 2.587], [1.162, 1.784, -3.790], [-2.717, 5.230, -1.388], [5.468, -3.459, -0.460], [2.623, -5.897, -4.845], [-0.195, -1.908, -0.157], [3.571, -1.632, -1.194], [-3.821, -0.051, 1.647], [-1.033, 0.724, -4.107], [-4.132, 2.257, -1.222], [3.264, 3.325, 2.899], [1.451, -9.112, 4.300], [2.332, -4.587, 1.939], [6.384, -3.734, -0.376], [4.124, 6.546, -1.689], [4.459, -1.463, -1.803], [-1.116, -0.934, -2.831], [1.913, 8.874, -0.822], [-8.578, -2.238, 2.188], [1.883, 9.298, -1.826], [1.114, 2.208, 4.226], [2.645, 7.641, -0.761], [-2.148, -6.560, 3.430], [1.995, -5.766, -6.512], [-2.663, -0.773, 1.334], [-6.599, 0.519, 2.267], [1.857, 5.953, -3.222], [2.696, 7.107, -3.213], [5.856, -1.450, -0.138], [3.423, 6.944, -4.010], [-2.236, 5.977, -2.020], [2.175, -5.230, -5.580], [-1.043, 5.596, -2.568], [-1.379, -5.945, 2.260], [0.921, -4.595, -4.987], [0.595, 2.894, 0.073], [3.483, 7.403, -1.894], [2.352, 9.532, -0.072], [-0.486, -2.556, -0.984], [0.759, 2.643, -3.255], [3.172, 2.340, 3.357], [0.437, -3.737, -0.680], [-3.255, 0.426, -1.623], [-4.956, 0.344, -1.946], [1.863, 4.782, 3.655], [3.124, -7.221, 4.204], [6.529, -2.054, -1.622], [0.992, 1.726, 1.506], [-3.486, 0.266, 3.687], [1.976, -4.562, 0.910], [1.592, 4.617, 4.697], [-0.427, 7.556, -2.932], [0.836, 6.623, -4.927], [-7.790, -0.381, 3.751], [4.386, -1.953, -2.774], [-5.691, 0.696, 4.236], [-4.339, 1.975, -0.189], [-5.469, 0.812, 3.175], [2.105, 7.953, -3.563], [1.783, 5.509, 5.294], [-6.649, -1.479, 2.876], [0.751, -1.549, -2.276]],
  "mulliken_charge": [-0.26, 0.31, 0.35, 0.28, 0.29, -0.24, 0.12, 0.42, 0.33, 0.17, 0.14, -0.03, 0.33, -0.24, 0.39, 0.36, 0.53, -0.80, -0.57, 0.27, 0.41, -0.85, 0.46, 0.00, -0.21, -0.98, 0.34, -0.72, 0.39, 0.12, -0.47, -0.03, 0.33, 0.60, 0.30, 0.37, 0.29, -0.02, 0.26, 0.19, 0.13, 0.38, -0.01, 0.04, -0.23, 0.26, 0.20, -0.07, 0.30, -0.40, 0.39, 0.41, 0.41, 0.40, 0.23, 0.23, 0.53, 0.25, 0.34, 0.32, 0.09, 0.39, -0.48, -0.19, -0.60, -0.83, -0.50, 0.21, -0.53, 0.33, -0.81, 0.33, 0.27, -0.52, 0.26, -0.09, -0.71, 0.44, 0.29, -0.68, 0.32, 0.50, 0.54, -0.18, -0.22, 0.36, -0.03, 0.33, -0.50, -1.00, 0.12, -0.49, 0.37, 0.21, -0.02, -0.07, 0.64, -0.70, 0.41, -0.57, 0.11, 0.30, 0.35, -0.92, 0.01, -0.72, 0.42, 0.32, 0.35, -0.32, -1.19, 0.31, -0.42, -0.34, 0.05, -0.43, -0.01, 0.32, -0.78, -1.26, -0.13, 0.09, 0.18, 0.24, -0.71, 0.28, -0.61, 0.26, -0.51, -0.71, -0.50, 0.27, 0.18, 0.28, 0.44, 0.23, 0.42, -0.99, -0.57, 0.32, 0.53, 0.35, 0.42, 0.40, 0.09, -0.96, 0.33, 0.27, 0.17, 0.07],
  "e_above_lowest_kcal_mol": 145.7,
  "smiles": "COCCNCCOC.COCCNCCOC.COCCNCCOC.COCCNCCOC.CCO.CCO.CCO.CCO.CCO.CCO",
  "e_homo_ev": -8.5799,
  "orbital_gap_ev": 9.054
}